DFT (ωB97M-V/def2-TZVPD) results for a molecular structure, C39H28O3P2S4Ta.

Geometry as XYZ:
```
77
Properties=species:S:1:pos:R:3:forces:R:3:mulliken_charge:R:1
Ta -0.825738 -0.709279 0.577244 -0.10 0.37 0.77 1.84
O 0.523609 -3.822381 -1.776393 0.12 -0.18 -0.01 -0.51
C -0.171985 -2.883879 -1.599399 -0.33 0.42 0.62 0.18
O -0.291480 -2.278590 -0.359516 0.35 -0.29 -0.58 -0.55
C -1.013370 -2.198588 -2.646689 -0.13 0.08 -0.03 -0.87
P -1.896903 -0.715019 -2.008479 0.07 0.02 0.14 1.66
C -3.657409 -0.959859 -2.326014 -0.11 -0.04 0.01 0.23
C -4.574303 -0.165713 -1.636168 -0.03 0.00 -0.05 -0.10
C -5.933105 -0.280478 -1.888005 0.05 -0.03 -0.02 -0.96
C -6.386349 -1.196294 -2.826861 -0.03 0.00 0.00 -0.44
C -5.481195 -1.982103 -3.525493 0.03 0.00 0.00 -0.88
C -4.121123 -1.861414 -3.282336 -0.04 0.02 -0.06 -0.52
C -1.364963 0.605445 -3.129250 0.00 0.01 -0.04 0.39
C -2.278961 1.388232 -3.822162 0.00 0.08 -0.05 -0.41
C -1.825185 2.419569 -4.640237 -0.01 -0.04 0.04 -0.88
C -0.467282 2.664320 -4.766333 0.02 -0.02 0.02 -0.60
C 0.450607 1.880763 -4.071878 -0.06 0.01 -0.03 -0.84
C 0.001428 0.861872 -3.252306 0.06 -0.02 -0.03 0.07
H -1.703034 -2.947537 -3.030846 -0.01 -0.02 -0.03 0.39
H -0.359459 -1.913293 -3.469173 0.00 -0.01 -0.08 0.50
H -4.236407 0.554998 -0.905143 0.01 0.01 0.01 0.36
H -6.634973 0.341279 -1.347559 0.02 -0.02 -0.01 0.45
H -7.447047 -1.295630 -3.018065 0.02 0.01 0.00 0.40
H -5.831195 -2.687320 -4.267870 0.00 0.01 0.02 0.42
H -3.435894 -2.462816 -3.864500 -0.02 0.00 0.01 0.41
H -3.341626 1.198148 -3.733892 0.03 0.01 -0.02 0.39
H -2.539271 3.025951 -5.182672 0.01 -0.02 0.01 0.45
H -0.118985 3.466127 -5.405230 -0.01 -0.02 0.02 0.41
H 1.512125 2.072726 -4.162372 -0.02 -0.01 0.00 0.46
H 0.725517 0.277083 -2.692812 0.00 -0.01 0.00 0.18
C 4.707038 -3.686700 0.017329 0.00 -0.01 -0.02 -0.58
C 3.807802 -3.088310 -0.857342 0.01 -0.01 0.03 -0.87
C 2.878050 -2.186248 -0.374047 0.04 0.01 -0.03 -0.19
C 2.830814 -1.876836 0.984391 0.00 -0.08 0.05 0.45
C 3.744776 -2.463226 1.853524 0.08 -0.07 -0.01 -0.22
C 4.679622 -3.368755 1.365783 -0.03 0.02 0.02 -0.79
P 1.660857 -0.603072 1.508209 -0.11 0.16 0.10 1.20
C 1.798486 -0.375463 3.298251 -0.07 0.04 0.06 0.61
C 1.733503 -1.465732 4.170993 -0.01 -0.01 0.03 -0.38
C 1.797698 -1.264250 5.539865 0.03 0.02 -0.02 -0.88
C 1.894293 0.024814 6.051673 0.01 -0.03 0.01 -0.63
C 1.923922 1.111372 5.193570 0.00 0.00 -0.05 -0.72
C 1.879785 0.915110 3.817727 0.01 -0.01 0.05 -0.87
C 2.291104 0.905141 0.772716 -0.02 -0.12 -0.06 -0.25
C 3.610520 1.262426 0.839645 0.16 0.09 -0.02 0.14
C 4.045831 2.475068 0.269501 -0.01 -0.10 0.05 -1.08
C 3.136939 3.295251 -0.334813 -0.06 0.03 -0.03 -0.92
C 1.766349 2.944301 -0.413725 0.02 0.08 -0.02 1.03
C 0.825663 3.815989 -1.011513 0.05 0.05 -0.02 -0.82
C -0.492859 3.477320 -1.052741 -0.05 -0.03 0.06 -1.35
C -0.922677 2.243295 -0.524107 0.11 0.02 0.01 -0.44
C -0.068166 1.318284 0.056683 0.20 -0.12 -0.08 0.92
C 1.322931 1.711774 0.130623 -0.27 0.09 -0.08 -0.32
H 5.433441 -4.397346 -0.356037 -0.02 0.02 0.01 0.39
H 3.828521 -3.329855 -1.912009 0.00 0.01 0.02 0.44
H 2.200884 -1.701519 -1.066603 -0.01 0.00 0.01 0.26
H 3.747216 -2.211930 2.904343 0.01 0.00 0.00 0.50
H 5.388839 -3.822336 2.045981 -0.02 0.01 -0.01 0.44
H 1.631809 -2.472869 3.786035 0.01 0.02 0.00 0.54
H 1.762656 -2.113647 6.209955 0.00 0.01 -0.02 0.42
H 1.935235 0.179395 7.122536 0.00 -0.01 -0.03 0.43
H 1.985251 2.116220 5.590773 0.00 -0.01 -0.02 0.46
H 1.917677 1.769828 3.153953 0.00 0.00 0.02 0.36
H 4.326289 0.616391 1.336271 -0.02 0.00 -0.01 0.56
H 5.089545 2.755212 0.323297 -0.02 -0.02 0.00 0.46
H 3.453068 4.240356 -0.762246 -0.02 -0.03 0.01 0.43
H 1.170314 4.760052 -1.421357 -0.01 -0.06 0.02 0.42
H -1.218352 4.148263 -1.496446 0.01 -0.03 0.01 0.49
H -1.979263 2.028907 -0.604983 -0.02 0.00 0.02 0.20
O -2.829966 1.466364 6.589267 0.04 -0.01 -0.11 -0.52
C -2.625002 0.970263 5.524389 -0.11 0.00 0.16 0.59
S -1.645890 -0.503893 5.300811 -0.05 0.11 -0.01 0.00
C -1.825502 -0.563241 3.571266 0.09 0.00 -0.04 -0.04
C -2.561677 0.402813 2.973662 0.07 0.03 -0.05 0.51
S -2.873942 0.413113 1.270347 -0.10 -0.19 -0.28 -0.48
S -3.274185 1.621530 3.990633 0.06 0.03 0.07 -0.13
S -1.165309 -1.889963 2.684351 0.11 -0.24 -0.47 -0.44
```
Forces are in eV/Å.

Computed properties:
Total charge ... +1
Spin multiplicity ... 1
Energy ... -4061.0960 Ha
ΔE to the lowest compared entry with this formula, charge and spin ... 9.0 kcal/mol
HOMO-LUMO gap ... 6.614 eV
HOMO level ... -0.3841 Ha
Largest force on an atom ... 0.86 eV Å⁻¹
LUMO level ... -3.84 eV


DFT (ωB97M-V/def2-TZVPD) results for a molecular structure, C17H28BN3O9S3 at a distorted geometry.

Geometry as XYZ:
```
61
Properties=species:S:1:pos:R:3:forces:R:3:mulliken_charge:R:1
C 4.648943 -0.365825 2.449421 -0.64 -0.04 -0.96 -0.85
C 5.176959 0.745090 1.407964 0.77 -0.03 -0.35 -0.27
C 4.948455 0.339397 -0.150790 0.35 -0.07 1.19 -0.95
C 3.401671 0.036826 -0.506503 0.34 -0.51 -1.02 0.27
C 2.600837 1.344012 -1.050380 0.46 0.49 0.99 -1.08
C 1.669418 1.988374 0.101605 0.17 3.19 1.83 0.63
C 2.257236 3.284005 0.771170 -2.33 -1.96 -0.25 -0.94
C 1.491947 4.084820 1.898571 -0.30 -1.43 -0.95 0.54
N 1.918632 5.310336 2.563926 -4.52 -4.71 -0.49 -0.63
S 0.574580 5.524836 3.640722 0.08 -1.78 -1.62 0.18
N -0.534904 4.256638 3.355643 4.00 -0.93 -3.25 -0.58
C 0.085146 3.429261 2.306172 0.56 1.74 0.70 0.28
C -0.523313 2.120965 1.630122 2.94 0.03 -1.74 -0.82
C 0.248759 1.373836 0.517337 0.54 3.96 2.87 0.98
B -0.253643 0.059800 -0.293019 -1.13 -0.86 -1.38 0.50
O -0.269805 0.144059 -1.761719 3.60 -4.89 4.03 -0.40
N -0.733022 -1.217432 0.299509 2.31 1.59 0.85 0.14
C -0.127812 -2.424280 -0.346639 -0.45 -0.54 -2.03 -0.69
C -0.634216 -1.248508 1.793311 -0.83 -1.61 0.86 -0.62
H 5.376652 -0.603890 3.300389 -1.13 0.63 -1.20 0.32
H 3.613921 -0.042815 2.839670 1.67 -0.65 -0.34 0.15
H 4.495070 -1.343262 1.850685 0.23 1.41 1.06 0.23
H 4.712943 1.783704 1.554251 0.57 -1.59 0.13 0.14
H 6.319886 0.853338 1.571331 -1.84 -0.03 -0.38 0.35
H 5.396234 1.196032 -0.775407 -0.92 -1.30 0.69 0.31
H 5.621101 -0.581554 -0.335145 -1.27 1.28 0.14 0.32
H 3.424054 -0.738182 -1.372109 -0.15 1.20 1.41 0.21
H 2.862425 -0.479973 0.377643 0.86 0.97 -1.36 -0.05
H 2.032501 1.142778 -2.024714 0.61 0.27 1.67 0.23
H 3.425885 2.115666 -1.317504 -1.55 -1.12 0.48 0.51
H 3.277360 3.685264 0.403368 -1.93 -0.80 0.65 0.23
H -1.553915 1.738319 1.969102 1.88 0.84 -0.54 0.25
H 0.532710 -0.374393 -2.041662 -1.25 0.31 0.07 0.20
H 0.981800 -2.263323 -0.655392 -1.59 -0.42 0.82 0.09
H -0.688727 -2.567034 -1.354601 0.96 0.14 1.60 0.21
H -0.278288 -3.399302 0.233853 0.39 1.87 -0.65 0.31
H -1.450781 -0.588294 2.269298 1.60 -0.82 -0.75 0.23
H -0.902788 -2.332984 2.112171 0.43 1.81 -0.40 0.12
H 0.415956 -1.051870 2.208700 -1.48 0.06 -0.55 0.15
C -4.532725 -4.277165 0.205923 0.01 0.09 -0.70 -0.26
C -4.515719 -5.774208 -0.065237 -0.65 0.03 0.22 -0.34
O -3.220953 -6.210600 0.348401 0.51 0.73 0.35 -0.31
S -2.726962 -5.294906 1.594553 -0.36 -0.14 0.06 1.05
O -3.008552 -5.999220 2.810112 0.50 0.71 -0.83 -0.55
O -1.431208 -4.768601 1.282902 -0.90 -0.75 0.51 -0.55
O -3.820590 -4.107356 1.431966 0.39 -0.82 0.25 -0.28
H -4.000531 -3.728030 -0.576122 -0.06 -0.03 0.01 0.25
H -5.546754 -3.885863 0.297087 0.17 -0.01 0.23 0.31
H -4.683273 -6.008435 -1.116692 0.28 -0.04 0.11 0.31
H -5.259060 -6.294752 0.545925 -0.01 0.06 -0.07 0.29
C -3.218310 3.324079 -4.242566 -0.55 -0.02 -0.03 -0.39
C -3.391250 3.669202 -2.770243 0.30 0.54 -0.12 -0.35
O -3.041000 2.478699 -2.066030 0.05 -0.60 -0.56 -0.32
S -1.894298 1.686499 -2.901832 0.63 0.69 0.10 1.10
O -0.617568 2.034924 -2.342515 -2.53 3.08 -2.05 -0.47
O -2.331125 0.337007 -3.099422 -0.07 1.20 -0.01 -0.58
O -2.058847 2.494129 -4.302989 0.06 -0.08 0.58 -0.32
H -4.069924 2.747705 -4.615611 0.00 0.08 0.03 0.29
H -3.083200 4.212372 -4.861183 0.21 -0.17 0.04 0.31
H -4.410988 3.971796 -2.530713 0.08 -0.26 0.10 0.31
H -2.697030 4.458287 -2.466061 -0.07 0.01 -0.07 0.29
```
Forces are in eV/Å.

Computed properties:
Spin multiplicity ... 1
Energy ... -2725.1181 Ha
HOMO-LUMO gap ... 7.292 eV
HOMO level ... -0.3029 Ha
Largest force on an atom ... 7.29 eV Å⁻¹
LUMO level ... -0.95 eV